Entry 1:
Here is a molecular structure, C28H37KN8O2 from the OMol25 dataset. Energies are from ωB97M-V with the def2-TZVPD basis set.

Positions of all 76 atoms, in Å:
K: 0.65 0.04 -0.40
C: 0.69 -3.50 -1.33
C: -0.55 -2.92 -0.71
N: -1.42 -2.37 -1.45
C: -2.66 -1.79 -0.91
C: -2.73 -0.28 -1.14
N: -2.14 0.51 -0.05
C: -3.12 1.16 0.82
C: -3.88 0.14 1.67
N: -3.03 -0.82 2.36
C: -2.71 -0.55 3.75
C: -1.70 0.55 4.06
N: -0.27 0.42 3.83
C: 0.36 -0.55 3.33
C: 1.86 -0.45 3.17
C: -0.17 -1.85 2.76
C: -0.47 -2.97 3.52
C: -0.85 -4.13 2.87
C: -0.92 -4.14 1.49
C: -0.60 -2.97 0.80
N: -0.21 -1.86 1.43
H: 1.00 -4.40 -0.80
H: 1.53 -2.79 -1.24
H: 0.54 -3.70 -2.39
H: -2.83 -2.03 0.15
H: -3.47 -2.27 -1.46
H: -3.77 0.02 -1.29
H: -2.20 -0.04 -2.06
H: -1.51 1.22 -0.40
H: -3.84 1.75 0.24
H: -2.56 1.86 1.46
H: -4.57 -0.39 1.01
H: -4.52 0.67 2.38
H: -2.20 -0.95 1.81
H: -2.41 -1.48 4.24
H: -3.64 -0.27 4.25
H: -1.79 0.79 5.13
H: -1.99 1.48 3.57
H: 2.17 -0.58 2.13
H: 2.34 -1.26 3.73
H: 2.20 0.51 3.55
H: -0.40 -2.91 4.60
H: -1.10 -5.02 3.44
H: -1.20 -5.03 0.94
N: 3.04 -1.79 -3.86
C: 4.29 -1.24 -3.32
C: 4.25 -1.26 -1.80
C: 3.12 -0.45 -1.18
O: 2.50 0.36 -1.93
O: 2.90 -0.62 0.05
H: 2.31 -1.10 -3.69
H: 3.12 -1.91 -4.87
H: 4.51 -0.23 -3.67
H: 5.11 -1.89 -3.64
H: 5.17 -0.82 -1.41
H: 4.22 -2.28 -1.42
C: 0.41 1.89 -4.78
C: 1.16 3.03 -4.57
C: 1.20 3.58 -3.30
C: 0.49 2.97 -2.28
N: -0.24 1.86 -2.47
C: -0.27 1.35 -3.70
C: 0.56 3.49 -0.87
C: 0.99 4.78 -0.58
C: 1.12 5.18 0.74
C: 0.81 4.28 1.75
C: 0.35 3.02 1.37
N: 0.22 2.64 0.10
H: 0.34 1.42 -5.75
H: 1.72 3.49 -5.38
H: 1.81 4.45 -3.10
H: -0.85 0.44 -3.82
H: 1.23 5.47 -1.38
H: 1.47 6.17 0.98
H: 0.92 4.52 2.79
H: 0.09 2.29 2.13

HOMO (eV): -8.37
Relative energy (zero: lowest compared OMol25 entry of this formula, charge and spin) (kJ/mol): 0.0
Kohn-Sham gap (eV): 8.6
Maximum force (Eh/bohr): 0.0264
Total energy (eV): -61978.683



Entry 2:
Here is a single C28H37N5O3 molecule from the OMol25 dataset. Energies are from ωB97M-V with the def2-TZVPD basis set.

Positions of all 73 atoms, in Å:
C: -1.18 -1.16 4.31
C: -1.68 0.06 3.56
C: -2.67 -0.32 2.46
H: -2.19 -1.00 1.76
H: -3.51 -0.84 2.92
C: -3.17 0.91 1.71
N: -3.81 0.60 0.43
C: -3.97 1.81 -0.38
H: -4.85 2.39 -0.07
C: -4.08 1.49 -1.88
C: -4.29 2.74 -2.73
C: -3.07 3.66 -2.76
H: -2.87 4.09 -1.78
H: -2.19 3.12 -3.08
H: -3.24 4.48 -3.45
H: -4.51 2.43 -3.75
H: -5.15 3.29 -2.35
H: -4.91 0.81 -2.05
H: -3.17 0.98 -2.20
H: -3.09 2.44 -0.23
C: -5.07 -0.13 0.59
H: -5.77 0.22 -0.17
C: -4.95 -1.65 0.46
H: -4.34 -2.06 1.26
H: -5.95 -2.07 0.54
C: -4.34 -2.09 -0.88
N: -2.97 -1.64 -0.97
C: -1.94 -2.49 -1.08
O: -2.07 -3.69 -1.29
C: -0.57 -1.88 -0.95
C: -0.34 -0.59 -0.50
C: 0.97 -0.13 -0.38
N: 1.27 1.12 0.09
C: 2.54 1.63 0.26
O: 2.66 2.73 0.76
C: 3.62 0.70 -0.18
N: 3.33 -0.49 -0.61
C: 2.06 -0.95 -0.72
C: 1.81 -2.25 -1.18
C: 0.51 -2.70 -1.28
H: 0.30 -3.70 -1.62
H: 2.64 -2.88 -1.44
C: 5.02 1.11 -0.12
C: 5.35 2.47 0.02
C: 6.65 2.90 0.11
C: 7.69 1.97 0.08
C: 7.41 0.63 -0.08
C: 6.10 0.18 -0.20
N: 5.82 -1.16 -0.39
C: 6.67 -2.24 -0.39
O: 7.86 -2.20 -0.21
C: 5.91 -3.53 -0.67
H: 5.47 -3.49 -1.66
H: 6.60 -4.36 -0.61
H: 5.12 -3.66 0.06
H: 4.82 -1.32 -0.56
H: 8.21 -0.09 -0.12
H: 8.71 2.30 0.16
H: 6.86 3.95 0.21
H: 4.56 3.20 0.05
H: 0.52 1.74 0.38
H: -1.14 0.08 -0.23
H: -2.87 -0.69 -0.64
H: -4.35 -3.18 -0.97
H: -4.92 -1.66 -1.71
H: -5.53 0.11 1.57
H: -3.85 1.49 2.36
H: -2.31 1.55 1.50
H: -0.82 0.58 3.11
H: -2.15 0.76 4.25
H: -0.47 -0.87 5.08
H: -0.70 -1.86 3.64
H: -2.01 -1.67 4.80

HOMO (eV): -8.18
Relative energy (zero: lowest compared OMol25 entry of this formula, charge and spin) (kJ/mol): 3.0
Kohn-Sham gap (eV): 7.3
Maximum force (Eh/bohr): 0.0222
Total energy (eV): -43231.913



Entry 3:
Here is a molecular structure, C28H37N7O4S4Ti from the OMol25 dataset. Energies are from ωB97M-V with the def2-TZVPD basis set.

Positions of all 81 atoms, in Å:
Ti: 0.98 -0.15 0.41
C: 4.46 -3.81 3.39
C: 3.20 -3.08 3.86
N: 2.11 -3.14 2.89
C: 2.07 -2.39 1.78
S: 0.62 -2.54 0.78
N: 3.08 -1.59 1.49
N: 2.75 -0.81 0.43
C: 3.55 -0.35 -0.49
C: 5.03 -0.26 -0.35
C: 2.78 0.04 -1.66
C: 3.29 0.48 -2.88
C: 2.44 0.58 -3.97
C: 1.10 0.23 -3.83
C: 0.65 -0.13 -2.58
N: 1.44 -0.21 -1.52
H: 5.24 -3.75 4.15
H: 4.82 -3.35 2.47
H: 4.25 -4.86 3.19
H: 3.43 -2.03 4.03
H: 2.83 -3.52 4.79
H: 1.41 -3.85 2.97
H: 5.39 -1.07 0.28
H: 5.29 0.69 0.12
H: 5.53 -0.31 -1.32
H: 4.34 0.74 -2.96
H: 2.82 0.91 -4.92
H: 0.43 0.28 -4.67
H: -0.40 -0.36 -2.40
C: -3.88 -2.38 -0.67
C: -3.36 -1.65 0.56
S: -2.19 -0.29 0.21
C: -3.40 1.08 0.09
C: -3.01 2.25 -0.79
S: -2.50 1.85 -2.49
C: -3.91 0.86 -3.10
C: -3.74 -0.66 -2.93
S: -4.96 -1.42 -1.80
H: -4.51 -3.21 -0.35
H: -3.06 -2.79 -1.27
H: -2.81 -2.36 1.17
H: -4.17 -1.24 1.16
H: -3.58 1.44 1.11
H: -4.31 0.62 -0.29
H: -2.16 2.79 -0.38
H: -3.86 2.93 -0.86
H: -3.98 1.11 -4.16
H: -4.82 1.23 -2.62
H: -2.76 -0.88 -2.51
H: -3.84 -1.17 -3.89
C: 2.80 1.73 5.21
C: 1.85 0.91 4.41
C: 0.71 0.23 4.79
C: 0.15 -0.27 3.61
N: 0.91 0.07 2.56
N: 1.95 0.77 3.09
C: -1.13 -1.01 3.50
H: 2.68 1.51 6.27
H: 2.58 2.79 5.06
H: 3.83 1.56 4.92
H: 0.31 0.13 5.78
H: 2.60 1.23 2.46
H: -1.25 -1.66 4.37
H: -1.16 -1.61 2.60
H: -1.97 -0.30 3.50
O: 1.95 1.84 0.60
C: 0.71 2.10 0.74
O: -0.11 1.43 0.04
C: 0.23 2.99 1.82
C: 1.03 3.98 2.39
C: 0.58 4.62 3.54
C: -0.62 4.27 4.14
C: -1.42 3.26 3.55
C: -0.99 2.64 2.37
N: -2.60 2.82 4.15
O: -2.93 3.32 5.25
O: -3.29 1.94 3.54
H: 1.99 4.23 1.94
H: 1.18 5.41 3.99
H: -0.97 4.73 5.05
H: -1.58 1.86 1.93

HOMO (alpha / beta) (eV): -4.51 / -7.80
2S+1: 3
Relative energy (zero: lowest compared OMol25 entry of this formula, charge and spin) (kJ/mol): 159.1
Kohn-Sham gap (alpha / beta) (eV): 2.9 / 6.1
Maximum force (Eh/bohr): 0.0777
Total energy (eV): -114712.459